127
Properties=species:S:1:pos:R:3:forces:R:3 method="wB97M-V/def2-TZVPD" de_lowest_kj_mol=90.6 lumo_energy_ev=-1.061 spin_multiplicity=1 homo_ev=-7.79
Sn -1.714359 1.034265 -1.135168 -0.15 -0.17 -0.16
O -3.810165 0.594452 -0.850155 -0.19 0.27 0.13
C -4.589569 0.272197 0.137917 0.20 -0.16 -0.13
C -5.961549 0.045688 -0.117653 -0.04 -0.08 0.02
C -6.819895 -0.345440 0.879048 0.00 -0.01 -0.05
C -6.373281 -0.518776 2.196095 0.05 -0.02 0.05
C -5.057063 -0.259132 2.479949 -0.06 -0.04 -0.01
C -4.143222 0.137075 1.481687 0.06 0.00 0.04
C -2.872962 0.617981 1.952048 -0.16 -0.02 0.03
N -1.892478 1.081659 1.253680 -0.07 -0.01 -0.07
N -1.051571 1.890311 2.019362 0.01 0.02 -0.01
C -0.000097 2.285582 1.414303 0.05 -0.05 0.06
O 0.383921 1.845035 0.195708 -0.04 0.01 -0.03
C 0.768754 3.399233 2.012802 0.07 -0.01 -0.08
C 1.056851 4.502429 1.213915 0.05 -0.02 0.07
C 1.672985 5.612662 1.767058 0.05 0.01 0.01
C 2.025083 5.613671 3.109952 0.03 0.01 -0.03
C 1.745773 4.510013 3.902647 0.00 0.00 0.03
C 1.104359 3.407498 3.360509 0.01 -0.01 0.01
H -6.302749 0.175697 -1.135743 0.00 0.00 -0.02
H -7.860791 -0.524028 0.640364 -0.02 0.00 0.00
H -7.056724 -0.828676 2.973368 -0.01 0.00 0.02
H -4.694588 -0.342536 3.498183 0.00 -0.01 0.03
H -2.782173 0.725471 3.034575 0.00 0.01 -0.03
H 0.777564 4.496517 0.170836 -0.01 0.00 -0.10
H 1.879521 6.476393 1.149387 0.00 0.01 -0.02
H 2.517439 6.475957 3.538569 0.01 0.02 0.01
H 2.018802 4.513239 4.949256 0.01 -0.01 0.02
H 0.852390 2.555890 3.976977 0.00 -0.05 0.02
C -3.872977 3.617834 1.063528 -0.02 0.00 0.01
C -2.987746 4.062040 -0.039601 0.07 -0.03 0.00
N -2.225927 3.319237 -0.835580 -0.05 0.12 -0.13
C -1.607342 4.187064 -1.717317 0.02 -0.03 0.05
C -1.988767 5.463015 -1.428885 0.04 0.04 -0.04
N -2.852344 5.354423 -0.370510 -0.02 0.00 -0.01
C -1.701406 6.824203 -1.961703 0.06 -0.07 -0.07
O -0.897077 6.909775 -2.989604 -0.01 -0.06 0.00
O -2.221641 7.772221 -1.415147 0.00 0.04 0.00
C -0.688199 3.681947 -2.791932 -0.07 0.06 0.28
O -0.207066 4.521025 -3.571091 0.16 0.22 -0.21
O -0.487142 2.448033 -2.774399 -0.03 -0.23 -0.03
H -4.316977 2.658154 0.827478 -0.04 -0.08 -0.02
H -4.677181 4.338608 1.203924 0.02 0.03 0.05
H -3.310339 3.524534 1.993525 0.01 -0.01 0.02
H -3.298176 6.156548 0.051699 0.01 -0.01 -0.01
H -0.585081 5.981650 -3.299274 -0.07 0.00 0.14
C 4.740729 3.148737 1.728988 0.10 -0.08 0.05
Si 4.670185 1.278111 1.658730 -0.02 -0.04 -0.02
C 6.437108 0.627902 1.692472 -0.05 0.05 0.02
C 3.751474 0.578828 3.138979 0.05 0.03 -0.04
Si 3.617112 0.558813 -0.330287 0.08 0.12 -0.03
Te 1.218623 -0.054951 0.142744 0.19 0.02 0.13
Si 3.632595 1.987202 -2.215076 0.00 0.00 -0.04
C 2.654052 1.231468 -3.617058 0.07 0.05 0.05
C 2.886093 3.641946 -1.771776 0.12 -0.07 -0.04
C 5.443249 2.190563 -2.689545 -0.07 -0.02 0.02
Si 4.337989 -1.614981 -0.907462 -0.08 -0.01 0.01
C 3.584689 -2.140645 -2.545756 0.06 0.00 0.07
C 3.853297 -2.802634 0.474828 0.03 0.01 -0.09
C 6.205639 -1.640491 -1.107843 -0.06 -0.08 0.02
H 5.051231 3.464843 2.727537 0.03 0.03 0.02
H 3.783679 3.615296 1.517038 -0.20 0.06 -0.02
H 5.471884 3.532034 1.014904 0.01 0.02 -0.05
H 6.994665 1.122346 2.491046 0.01 0.01 0.04
H 6.963162 0.820343 0.757142 0.02 0.02 -0.05
H 6.468181 -0.444953 1.883249 -0.01 -0.05 0.00
H 4.169742 0.986715 4.062184 0.02 0.00 0.03
H 3.845539 -0.508125 3.175041 0.00 -0.04 -0.01
H 2.688845 0.814884 3.114118 -0.07 0.05 -0.01
H 1.602561 1.134819 -3.346031 -0.05 -0.01 0.02
H 3.038930 0.262378 -3.930173 0.01 -0.03 -0.01
H 2.695888 1.908497 -4.473774 0.00 0.03 -0.03
H 1.838244 3.498077 -1.520961 -0.13 -0.01 0.03
H 2.932347 4.307398 -2.636537 -0.02 0.02 -0.02
H 3.390723 4.121656 -0.933022 0.02 0.02 0.05
H 5.882716 1.245727 -3.011506 0.02 -0.05 -0.01
H 6.037936 2.574397 -1.859452 0.03 0.02 0.05
H 5.534365 2.896985 -3.516989 -0.01 0.03 -0.03
H 2.532105 -1.879069 -2.639981 -0.09 0.00 0.02
H 3.682032 -3.221123 -2.670383 0.01 -0.04 0.00
H 4.121646 -1.664259 -3.366792 0.02 0.03 -0.04
H 2.810498 -2.707386 0.786110 -0.03 0.00 -0.01
H 4.471434 -2.629753 1.357409 0.02 0.03 0.05
H 4.006309 -3.836527 0.156946 0.01 -0.04 0.00
H 6.561219 -0.834573 -1.749150 0.00 0.05 -0.04
H 6.488711 -2.585270 -1.578591 0.03 -0.03 -0.01
H 6.727682 -1.570821 -0.155115 0.01 0.02 0.03
C -4.464122 -3.097058 -1.932877 0.01 -0.04 0.02
C -3.982470 -3.875114 -0.705542 -0.04 0.00 0.01
C -4.899707 -3.559696 0.473838 -0.02 -0.03 0.01
C -4.093742 -5.371394 -0.989185 0.02 0.00 -0.01
Sb -2.010818 -2.998509 -0.223667 0.02 -0.02 -0.02
C -1.466450 -3.996011 1.671730 0.01 0.02 0.08
C -1.843926 -5.467085 1.785604 0.00 0.00 -0.05
C -2.201869 -3.187280 2.747905 0.02 0.01 -0.03
C 0.028776 -3.836128 1.950917 -0.01 0.03 -0.01
C -0.711841 -3.840089 -1.803474 0.08 -0.03 -0.01
C -1.167423 -5.146066 -2.441795 -0.05 0.01 -0.01
C -0.669373 -2.745903 -2.874887 0.04 0.03 0.04
C 0.704107 -4.048953 -1.276110 -0.01 0.06 0.05
H -5.507231 -3.356966 -2.143492 -0.04 -0.01 -0.01
H -3.881125 -3.345650 -2.821865 0.03 0.00 -0.03
H -4.412681 -2.017273 -1.784926 -0.01 0.07 0.02
H -5.938585 -3.753696 0.184632 -0.03 0.00 -0.01
H -4.837763 -2.520993 0.788526 0.00 0.17 0.05
H -4.681424 -4.193211 1.334652 0.00 -0.02 0.02
H -5.156513 -5.631886 -1.053705 -0.03 0.00 0.00
H -3.658413 -5.987441 -0.205517 0.02 -0.02 0.04
H -3.639711 -5.655059 -1.932320 0.00 -0.02 -0.03
H -2.922382 -5.614975 1.749523 -0.04 0.00 0.00
H -1.494220 -5.863693 2.745800 0.01 -0.01 0.03
H -1.391824 -6.070130 0.995507 0.01 -0.01 -0.02
H -3.282437 -3.174870 2.614706 -0.05 -0.01 -0.01
H -1.855583 -2.150566 2.759905 0.00 0.03 0.00
H -1.990620 -3.618778 3.732314 0.01 -0.01 0.04
H 0.642960 -4.508015 1.356987 0.02 -0.01 -0.02
H 0.218240 -4.067920 3.004966 0.01 -0.01 0.03
H 0.372025 -2.810877 1.783042 0.00 0.02 -0.01
H -2.080106 -5.016810 -3.021605 -0.02 0.01 -0.02
H -1.334951 -5.936743 -1.709144 0.02 -0.01 0.01
H -0.393653 -5.493281 -3.136276 0.03 0.00 -0.02
H -1.661273 -2.495338 -3.256047 -0.04 0.00 -0.01
H -0.064134 -3.085510 -3.722834 0.02 -0.01 -0.02
H -0.221485 -1.824364 -2.491419 -0.01 0.01 0.00
H 0.775228 -4.931817 -0.641959 -0.01 -0.03 0.02
H 1.076154 -3.190628 -0.709673 -0.01 0.01 -0.01
H 1.380483 -4.199220 -2.122994 0.05 -0.01 -0.05